1.
3 unconnected molecules or ions with the total composition C31H19FO7. Source: the OMol25 dataset; level of theory: the ωB97M-V functional and the def2-TZVPD basis.

maximum force: 2.0 eV/A
HOMO: -0.346 Eh
energy above the lowest of the compared OMol25 structures with the same formula, charge and spin: 0.942 eV
SMILES: O=C1c2ccccc2C(=O)c2ccccc21.O=C1c2ccccc2C(=O)c2ccccc21.O=C1OC[C@@H](F)O1
LUMO level: -0.8 eV
orbital gap: 8.5903 eV
molecular weight: 522.5 g mol⁻¹

XYZ file:
```
58
C31H19FO7, DFT the ωB97M-V functional and the def2-TZVPD basis
C -14.10 -35.70 23.23
C -13.05 -35.20 22.26
O -11.94 -34.83 23.07
C -12.06 -35.64 24.17
O -11.20 -35.70 24.99
O -13.28 -36.19 24.26
F -13.57 -34.12 21.60
H -14.84 -36.45 22.93
H -14.65 -34.90 23.75
H -12.77 -35.92 21.49
C -8.21 -34.51 28.07
C -9.55 -34.16 28.09
C -10.05 -33.14 28.91
C -9.19 -32.62 29.88
C -7.83 -32.99 29.89
C -7.34 -33.94 29.00
C -6.84 -32.40 30.84
O -5.66 -32.67 30.79
C -7.38 -31.57 31.93
C -6.53 -31.15 32.97
C -7.09 -30.45 34.04
C -8.42 -30.03 34.02
C -9.27 -30.41 33.00
C -8.73 -31.16 31.95
C -9.67 -31.65 30.90
O -10.86 -31.40 31.00
H -7.85 -35.29 27.41
H -10.22 -34.62 27.37
H -11.07 -32.81 28.82
H -6.34 -34.33 29.14
H -5.58 -31.62 33.17
H -6.42 -30.19 34.85
H -8.73 -29.48 34.90
H -10.31 -30.13 33.13
C -8.37 -33.76 24.04
C -7.00 -33.74 24.15
C -6.46 -32.64 24.79
C -7.22 -31.62 25.35
C -8.63 -31.81 25.38
C -9.20 -32.91 24.74
C -9.48 -30.83 26.10
O -10.69 -30.79 26.04
C -8.74 -29.85 26.97
C -9.45 -28.92 27.71
C -8.87 -27.88 28.44
C -7.48 -27.92 28.59
C -6.70 -28.83 27.88
C -7.33 -29.76 27.06
C -6.52 -30.68 26.27
O -5.31 -30.70 26.34
H -8.79 -34.59 23.49
H -6.39 -34.58 23.86
H -5.38 -32.65 24.94
H -10.28 -33.03 24.71
H -10.53 -28.97 27.70
H -9.47 -27.15 28.96
H -6.93 -27.18 29.16
H -5.64 -28.75 28.09
```

Mulliken atomic charges, in units of e:
1 C -0.4412
2 C 0.3573
3 O -0.2268
4 C 0.6150
5 O -0.4743
6 O -0.3464
7 F -0.2759
8 H 0.2573
9 H 0.2625
10 H 0.2621
11 C -0.3527
12 C -0.6267
13 C -0.6274
14 C 0.1990
15 C 0.3821
16 C -0.9893
17 C 0.5246
18 O -0.6689
19 C 0.3902
20 C -0.8738
21 C -0.4229
22 C -0.4767
23 C -0.6997
24 C 0.6287
25 C 0.7778
26 O -0.6943
27 H 0.4907
28 H 0.4811
29 H 0.5006
30 H 0.4747
31 H 0.3787
32 H 0.3910
33 H 0.3847
34 H 0.4455
35 C -0.3740
36 C -0.7129
37 C -0.3666
38 C -0.1757
39 C 0.6229
40 C -0.6455
41 C 0.2796
42 O -0.6564
43 C 0.1877
44 C -0.5432
45 C -0.9909
46 C -0.2656
47 C -0.7929
48 C 0.8346
49 C 0.6847
50 O -0.6946
51 H 0.3269
52 H 0.4268
53 H 0.4288
54 H 0.6471
55 H 0.4579
56 H 0.4209
57 H 0.4279
58 H 0.4659

2.
2 unconnected molecules or ions with the total composition C31H20BF7O2S. Source: the OMol25 dataset; level of theory: the ωB97M-V functional and the def2-TZVPD basis.

maximum force: 4.0 eV/A
HOMO: -0.307 Eh
energy above the lowest of the compared OMol25 structures with the same formula, charge and spin: 0.091 eV
SMILES: Fc1cc(F)cc(C(B2Oc3ccccc3O2)c2cc(F)cc(F)c2)c1.Cc1ccc(-c2ccc(C(F)(F)F)cc2)s1
LUMO level: -0.2 eV
orbital gap: 8.1826 eV
molecular weight: 600.4 g mol⁻¹

XYZ file:
```
62
C31H20BF7O2S, DFT the ωB97M-V functional and the def2-TZVPD basis
F -3.88 2.38 3.55
C -3.19 1.21 3.31
C -3.87 0.16 2.68
C -3.15 -1.01 2.50
F -3.79 -2.11 1.95
C -1.82 -1.15 2.89
C -1.16 -0.08 3.51
C 0.27 -0.17 3.97
C 1.07 -1.27 3.31
C 1.78 -2.25 4.00
C 2.39 -3.28 3.29
F 2.95 -4.32 4.00
C 2.44 -3.33 1.90
C 1.78 -2.30 1.24
F 1.80 -2.27 -0.14
C 1.10 -1.28 1.90
C -1.86 1.12 3.71
H -4.91 0.25 2.36
H -1.31 -2.10 2.71
H 0.40 -0.10 5.05
H 1.83 -2.21 5.10
H 2.94 -4.13 1.36
H 0.58 -0.52 1.33
H -1.38 1.96 4.19
C 1.09 0.44 8.15
C 0.04 -0.37 7.50
C -1.25 0.04 7.19
C -1.98 -0.93 6.45
C -1.24 -2.08 6.18
B 1.09 1.21 3.22
C -1.74 -3.29 5.54
C -0.88 -4.38 5.27
C -1.38 -5.55 4.72
C -2.74 -5.65 4.47
C -3.29 -6.94 3.91
F -4.58 -7.17 4.32
F -3.31 -6.91 2.54
F -2.55 -8.02 4.28
C -3.60 -4.59 4.67
C -3.10 -3.41 5.21
O 0.56 2.24 2.46
C 1.50 3.26 2.52
C 2.59 2.83 3.28
C 3.63 3.67 3.59
C 3.55 5.00 3.12
C 2.45 5.43 2.37
C 1.40 4.55 2.05
O 2.38 1.54 3.71
S 0.30 -2.01 7.02
H 0.64 1.30 8.66
H 1.65 -0.17 8.88
H 1.81 0.82 7.41
H -1.64 1.01 7.48
H -2.99 -0.79 6.11
H 0.18 -4.30 5.50
H -0.71 -6.38 4.50
H -4.65 -4.67 4.41
H -3.79 -2.58 5.39
H 4.47 3.31 4.20
H 4.35 5.69 3.36
H 2.40 6.46 2.03
H 0.54 4.85 1.46
```

Mulliken atomic charges, in units of e:
1 F -0.3613
2 C 0.1347
3 C -0.9653
4 C 0.1322
5 F -0.3733
6 C -0.3297
7 C 0.9488
8 C 0.7103
9 C 0.0270
10 C -0.5417
11 C 0.2888
12 F -0.3685
13 C -1.0243
14 C 0.0065
15 F -0.3438
16 C -0.3666
17 C -0.5623
18 H 0.5032
19 H 0.5486
20 H -0.7818
21 H 0.7683
22 H 0.5109
23 H 0.6432
24 H 0.5358
25 C -1.2955
26 C 0.6627
27 C -0.7290
28 C -0.2920
29 C 0.3961
30 B 1.2325
31 C 0.9306
32 C -0.3068
33 C -1.2686
34 C 0.3909
35 C 0.8551
36 F -0.2676
37 F -0.2485
38 F -0.2687
39 C -1.0986
40 C -0.3071
41 O -0.5611
42 C 0.5013
43 C 0.6912
44 C -0.8984
45 C -0.4715
46 C -0.5205
47 C -0.9102
48 O -0.6534
49 S -0.2590
50 H 0.3631
51 H 0.3720
52 H 0.2352
53 H 0.4316
54 H 0.3744
55 H 0.3136
56 H 0.4272
57 H 0.4214
58 H 0.3453
59 H 0.4602
60 H 0.3602
61 H 0.3698
62 H 0.4825

3.
A molecular structure, C31H20F4IrN7Te. Source: the OMol25 dataset; level of theory: the ωB97M-V functional and the def2-TZVPD basis.

maximum force: 1.1 eV/A
expectation value of S²: 6.091
HOMO (spin up / spin down): -0.528 / -0.537 Eh
LUMO level (spin up / spin down): -7.5 / -9.6 eV
orbital gap (spin up / spin down): 6.8786 / 5.0205 eV
spin multiplicity: 5
molecular weight: 886.4 g mol⁻¹
net charge: +2

XYZ file:
```
64
C31H20F4IrN7Te, DFT the ωB97M-V functional and the def2-TZVPD basis
Ir 1.86 2.30 0.56
N 0.79 3.94 -1.13
C 0.26 4.54 0.07
C -0.38 5.75 0.15
C -0.85 6.16 1.39
C -0.68 5.34 2.49
C -0.01 4.14 2.33
N 0.46 3.76 1.14
C -0.22 3.24 -1.99
C 0.01 3.49 -3.47
C 0.47 2.77 -4.49
C 1.22 1.52 -4.56
C 1.95 1.01 -3.58
N 1.92 1.63 -2.32
H 1.27 4.64 -1.70
H -0.52 6.37 -0.73
H -1.37 7.11 1.49
H -1.06 5.61 3.47
H 0.17 3.47 3.16
H -0.43 4.45 -3.72
H 0.33 3.23 -5.46
H 1.26 1.03 -5.53
H 2.61 0.15 -3.70
C -1.59 -7.10 2.54
C -0.89 -5.82 2.29
C -1.15 -4.69 3.08
C -0.48 -3.50 2.88
C -0.82 -2.30 3.72
C 0.50 -3.46 1.86
Te 1.71 -1.75 1.85
C 0.77 -4.58 1.02
C 1.81 -4.53 -0.06
C 0.07 -5.73 1.26
H -2.22 -7.06 3.43
H -0.87 -7.92 2.64
H -2.22 -7.36 1.69
H -1.90 -4.75 3.86
H -1.63 -2.53 4.41
H -1.13 -1.46 3.11
H 0.04 -1.99 4.33
H 2.57 -3.77 0.15
H 1.34 -4.28 -1.02
H 2.30 -5.49 -0.18
H 0.27 -6.61 0.66
F -0.25 -2.21 -0.58
C -0.25 -0.93 -0.93
C -1.47 -0.30 -1.16
F -2.56 -1.02 -1.02
C -1.54 1.09 -1.29
C -0.32 1.78 -1.54
C 0.91 1.10 -1.44
F 3.23 1.55 -1.81
C 0.94 -0.24 -0.94
C 2.17 -0.75 -0.21
C 2.76 0.39 0.49
N 3.41 1.08 1.23
C 3.07 -1.58 -0.97
N 3.74 -2.25 -1.63
F -1.44 3.86 -1.78
C -2.86 1.68 -1.04
C -4.03 1.11 -1.58
N -4.99 0.66 -2.04
C -3.00 2.64 -0.03
N -3.03 3.37 0.86
```

Mulliken atomic charges, in units of e:
1 Ir 0.6213
2 N -0.1320
3 C 0.2085
4 C -0.3925
5 C -0.4902
6 C -0.6553
7 C -0.1821
8 N -0.2100
9 C 1.9464
10 C -1.0617
11 C -0.4972
12 C -0.6814
13 C -0.5280
14 N 0.8183
15 H 0.3536
16 H 0.4795
17 H 0.4379
18 H 0.4373
19 H 0.4399
20 H 0.4767
21 H 0.4218
22 H 0.4923
23 H 0.4928
24 C -1.4144
25 C 0.5755
26 C -1.0610
27 C 0.6138
28 C -1.8365
29 C 0.6210
30 Te 0.6970
31 C 0.9913
32 C -1.5670
33 C -0.7920
34 H 0.3830
35 H 0.3869
36 H 0.3605
37 H 0.3722
38 H 0.4008
39 H 0.3821
40 H 0.4156
41 H 0.2290
42 H 0.2854
43 H 0.5336
44 H 0.5359
45 F -0.2198
46 C 0.3267
47 C -0.3373
48 F -0.3315
49 C 0.8429
50 C 0.6464
51 C -2.6759
52 F -0.2573
53 C 1.0431
54 C 1.6015
55 C -0.3673
56 N -0.5966
57 C -0.0555
58 N -0.4590
59 F -0.4220
60 C 0.2454
61 C 0.0172
62 N -0.4138
63 C -0.0855
64 N -0.4106